A structure of composition C23H30BrF4N6O4SiV. Source: the OMol25 dataset; level of theory: ωB97M-V with the def2-TZVPD basis set.

```
70
Properties=species:S:1:pos:R:3:forces:R:3
V 0.654 -0.330 -0.540 0.1237 0.1127 -0.0657
C 2.602 -0.480 -2.793 0.0075 -0.0123 -0.0069
N 1.930 0.568 -1.985 -0.0707 0.0359 -0.0349
C 2.976 1.455 -1.424 -0.0039 0.0322 0.0353
C 1.044 1.376 -2.867 -0.0212 -0.0094 0.0041
C -0.261 0.652 -3.106 0.0417 0.0103 -0.1180
N -0.715 0.110 -1.821 0.1752 0.0006 0.0865
C -2.076 -0.076 -1.623 -0.0776 0.0905 0.0409
C -2.525 -1.139 -0.833 0.1396 -0.0677 -0.0011
F -1.599 -1.967 -0.294 -0.0827 0.0148 -0.0238
C -3.853 -1.380 -0.564 -0.0668 0.0105 0.0128
F -4.168 -2.426 0.207 -0.0120 -0.0016 0.0038
C -4.842 -0.566 -1.080 0.0383 -0.0055 0.0021
C -4.432 0.503 -1.849 0.0019 -0.0086 0.0138
F -5.334 1.348 -2.348 -0.0083 -0.0098 0.0058
C -3.093 0.759 -2.100 -0.0298 0.0922 -0.0088
F -2.799 1.878 -2.780 -0.0426 0.0128 0.0155
H 3.224 0.000 -3.553 0.0021 0.0085 0.0006
H 1.863 -1.112 -3.279 -0.0075 0.0029 0.0048
H 3.226 -1.092 -2.147 0.0006 0.0021 0.0099
H 3.493 1.956 -2.246 -0.0051 -0.0078 -0.0114
H 3.685 0.867 -0.850 -0.0031 -0.0156 -0.0036
H 2.513 2.195 -0.777 -0.0078 -0.0038 0.0007
H 1.570 1.591 -3.801 -0.0196 0.0094 -0.0176
H 0.844 2.312 -2.352 -0.0003 -0.0068 0.0210
H -0.155 -0.159 -3.836 0.0473 -0.0319 0.0159
H -0.955 1.372 -3.531 0.0005 -0.0921 -0.0024
H -5.888 -0.752 -0.886 0.0016 -0.0005 -0.0035
Br 6.271 1.694 3.804 -0.0166 -0.0095 -0.0058
C 4.878 0.424 3.830 0.0560 -0.0110 0.0746
C 4.776 -0.470 4.892 0.0188 0.0532 -0.0507
N 3.820 -1.387 4.969 -0.0380 -0.0378 -0.0084
C 2.929 -1.444 3.985 0.0230 0.0199 0.0263
C 2.952 -0.590 2.889 -0.0178 -0.0335 0.0340
C 3.955 0.369 2.809 -0.0758 0.0085 -0.0864
C 1.911 -0.718 1.832 0.1129 0.1499 -0.0598
O 0.983 -1.524 1.937 -0.0125 0.0152 -0.0174
O 2.047 0.062 0.800 -0.0840 -0.0629 0.1389
H 5.496 -0.435 5.701 -0.0096 -0.0123 0.0074
H 2.157 -2.199 4.060 0.0112 -0.0048 0.0130
H 3.996 1.048 1.969 0.0200 0.0071 0.0131
C 2.771 -4.113 -1.418 0.0256 -0.0873 -0.0038
Si 1.010 -3.611 -1.134 -0.0230 0.2058 -0.0183
C -0.052 -3.806 -2.644 0.0081 -0.0612 -0.0021
C 0.294 -4.386 0.387 0.0074 -0.1082 -0.0135
O 1.087 -1.914 -0.861 -0.1241 -0.2403 -0.0371
H 2.824 -5.199 -1.533 0.0255 0.0185 0.0119
H 3.402 -3.839 -0.570 -0.0059 -0.0059 0.0023
H 3.194 -3.671 -2.322 -0.0259 0.0261 -0.0006
H -0.176 -4.864 -2.889 -0.0044 0.0130 0.0028
H 0.391 -3.321 -3.516 0.0040 0.0092 0.0085
H -1.044 -3.384 -2.479 -0.0122 0.0010 -0.0096
H 0.425 -5.470 0.330 -0.0091 0.0169 0.0139
H -0.773 -4.187 0.487 0.0117 0.0223 -0.0095
H 0.805 -4.030 1.282 0.0109 0.0151 -0.0057
C -2.968 1.498 3.513 -0.0032 -0.0076 -0.0042
N -2.059 1.438 2.384 -0.0313 0.0083 0.0289
C -1.566 2.588 1.646 0.0244 0.0163 -0.0501
C -0.590 1.923 0.693 -0.0671 -0.0129 0.0883
O 0.149 2.449 -0.112 0.0237 -0.0097 -0.0100
N -0.649 0.567 0.881 0.0911 -0.0759 0.0089
C -1.477 0.329 1.918 -0.0585 0.0315 -0.0323
N -1.701 -0.879 2.408 0.0161 0.0053 -0.0210
H -3.125 2.540 3.777 0.0059 0.0027 -0.0081
H -2.542 0.994 4.382 -0.0009 0.0010 0.0029
H -3.936 1.056 3.269 0.0053 -0.0094 -0.0012
H -1.056 3.303 2.293 -0.0026 0.0007 0.0003
H -2.354 3.102 1.092 -0.0029 0.0000 0.0026
H -1.012 -1.587 2.184 0.0010 -0.0195 0.0005
H -2.281 -1.001 3.221 0.0014 0.0000 0.0008
```
Forces are in eV/Å.

Properties
- relative energy (zero: lowest compared OMol25 entry of this formula, charge and spin) (eV) = 0.0000
- net charge = +1
- total energy (Eh) = -5730.921621
- 2S+1 = 2
- <S²> = 0.765
- highest occupied orbital energy (alpha / beta) (Ha) = -0.4110 / -0.4132
- M (g mol⁻¹) = 689.46
- maximum force (hartree/bohr) = 0.00531